No. 1
Below is a cluster of 2 separate species, C2H8N2O in total in a non-equilibrium geometry, with properties calculated with ωB97M-V/def2-TZVPD.

Atoms and positions in Å:
C  -0.62  -0.60  1.37
C  -1.49  0.48  1.43
N  -2.38  0.96  0.55
N  -0.22  -1.08  0.08
H  -0.23  -1.10  2.29
H  -1.42  1.30  2.19
H  -2.61  0.22  -0.13
H  -3.22  1.31  1.06
H  -1.08  -0.77  -0.31
H  0.13  -2.10  0.11
H  3.67  1.13  -2.57
H  3.70  -0.14  -3.42
O  3.99  0.21  -2.56

**ΔE to the lowest compared entry with this formula, charge and spin**: 169.3 kJ/mol
**Charge**: +1
**LUMO (spin up / spin down)**: -4.27 / -6.97 eV
**Strongest force on any atom**: 5.0 eV/A
**Spin multiplicity**: 2


No. 2
Below is a cluster of 2 separate species, C2H8N2O2 in total, with properties calculated with ωB97M-V/def2-TZVPD.

Atoms and positions in Å:
C  0.10  -0.04  2.08
N  -0.05  0.04  0.65
C  -0.99  0.83  0.07
N  -0.86  0.86  -1.30
O  -1.86  1.45  0.67
H  0.11  -1.09  2.38
H  -0.71  0.55  2.51
H  1.04  0.39  2.44
H  0.69  -0.29  0.03
H  -0.42  0.02  -1.67
H  -1.61  1.30  -1.81
H  1.28  -2.07  -1.75
H  1.92  -0.86  -2.52
O  1.34  -1.09  -1.76

**ΔE to the lowest compared entry with this formula, charge and spin**: 0.0 kJ/mol
**Charge**: -1
**LUMO (spin up / spin down)**: 3.82 / 3.66 eV
**Strongest force on any atom**: 0.6 eV/A
**Spin multiplicity**: 2


No. 3
Below is a cluster of 2 separate species, C2H8N2O2 in total, with properties calculated with ωB97M-V/def2-TZVPD.

Atoms and positions in Å:
C  1.92  -0.21  0.07
O  0.75  -0.87  -0.30
H  -0.10  -0.67  -1.50
H  2.37  -0.65  0.98
H  2.68  -0.25  -0.72
H  1.75  0.86  0.29
C  -1.08  0.07  -0.26
N  -0.87  1.37  0.06
N  -1.83  -0.69  0.59
O  -1.07  -0.26  -1.55
H  -0.31  1.88  -0.61
H  -0.71  1.62  1.02
H  -1.79  -1.67  0.35
H  -1.71  -0.53  1.58

**ΔE to the lowest compared entry with this formula, charge and spin**: 209.5 kJ/mol
**Charge**: 0
**LUMO**: 0.67 eV
**Strongest force on any atom**: 0.2 eV/A
**Spin multiplicity**: 1


Among the records above, which one has the highest ΔE to the lowest compared entry with this formula, charge and spin?
number 3


Please write out number 3 again, unchanged.
Below is a cluster of 2 separate species, C2H8N2O2 in total, with properties calculated with ωB97M-V/def2-TZVPD.

Atoms and positions in Å:
C  1.92  -0.21  0.07
O  0.75  -0.87  -0.30
H  -0.10  -0.67  -1.50
H  2.37  -0.65  0.98
H  2.68  -0.25  -0.72
H  1.75  0.86  0.29
C  -1.08  0.07  -0.26
N  -0.87  1.37  0.06
N  -1.83  -0.69  0.59
O  -1.07  -0.26  -1.55
H  -0.31  1.88  -0.61
H  -0.71  1.62  1.02
H  -1.79  -1.67  0.35
H  -1.71  -0.53  1.58

**ΔE to the lowest compared entry with this formula, charge and spin**: 209.5 kJ/mol
**Charge**: 0
**LUMO**: 0.67 eV
**Strongest force on any atom**: 0.2 eV/A
**Spin multiplicity**: 1


Look up the ΔE to the lowest compared entry with this formula, charge and spin of the first one.
169.3 kJ/mol